Entry 1:
Density functional theory data (ωB97M-V/def2-TZVPD) for a single C4H3BrO2S molecule.

Positions of all 11 atoms, in Å:
Br  3.3613  0.6287  -0.0249
S  -1.2041  1.5738  -0.0384
O  2.0758  -2.1121  -0.0674
O  -3.4156  0.4188  -0.1387
C  1.2400  0.0371  0.0478
C  1.0961  -1.3255  0.0073
C  0.4763  1.1352  0.0979
C  -2.1465  0.1320  0.0649
H  2.9672  -1.6394  -0.0883
H  -3.9494  -0.3870  -0.0696
H  1.0062  2.0775  0.1541

2S+1: 1
Highest occupied orbital energy: -8.6 eV
Calculated total energy: -89163.545 eV
ΔE to the lowest compared entry with this formula, charge and spin: 317.46 kJ/mol
Strongest force on any atom: 0.031 Eh/bohr



Entry 2:
Density functional theory data (ωB97M-V/def2-TZVPD) for a molecular structure, C4H3Cl2LuN5O3Pm.

Positions of all 19 atoms, in Å:
Lu  0.1634  -2.5960  -2.7997
Pm  0.9251  0.0574  1.3851
Cl  1.7503  -0.9443  -3.4349
Cl  -0.1347  -1.9130  -0.1693
O  -2.6443  0.4674  2.4961
O  -3.3395  -2.7969  -2.8450
O  -1.4865  -1.0627  -5.4461
N  3.8066  2.9429  0.4673
N  2.7149  1.2640  1.4340
N  1.9047  1.7676  0.4683
N  3.7438  2.0809  1.5541
N  4.9235  1.4893  1.9803
C  -2.1859  -2.7383  -2.7415
C  -1.5287  0.4035  2.2166
C  -0.9364  -1.6026  -4.5813
C  2.6188  2.7917  -0.0780
H  5.6168  2.2022  2.1639
H  4.7144  0.9103  2.7921
H  2.2434  3.3611  -0.9075

<S²>: 6.01
2S+1: 5
Highest occupied orbital energy (spin up / spin down): -23.7 / -23.7 eV
Calculated total energy: -92963.263 eV
Net charge: +4
ΔE to the lowest compared entry with this formula, charge and spin: 0.00 kJ/mol
Strongest force on any atom: 0.147 Eh/bohr



Entry 3:
Density functional theory data (ωB97M-V/def2-TZVPD) for a single C4H3Cl3O4S molecule.

Positions of all 15 atoms, in Å:
Cl  -1.6906  -2.9902  2.4445
Cl  -2.2746  1.6130  -1.6362
Cl  -1.5144  0.6219  3.7603
S  -0.2159  1.0174  1.1822
O  0.2902  -1.1538  3.1012
O  -0.8039  -1.0893  -0.2183
O  -0.2837  0.2519  -2.6201
O  -2.7814  -0.9256  1.4956
C  -0.5496  1.0018  -1.4548
C  -1.7855  -1.3066  2.0001
C  -0.6677  -0.4770  2.6549
C  -0.6697  0.0832  -0.2008
H  -1.0382  -0.3276  -2.5659
H  0.0812  1.8605  -1.3754
H  0.8419  -0.4760  3.5482

<S²>: 2.01
2S+1: 3
Highest occupied orbital energy (spin up / spin down): -6.6 / -10.3 eV
Calculated total energy: -60783.695 eV
Strongest force on any atom: 0.137 Eh/bohr



Entry 4:
Density functional theory data (ωB97M-V/def2-TZVPD) for a single C4H3ClF4O molecule.

Positions of all 13 atoms, in Å:
Cl  -2.3159  -0.9966  -1.7367
F  -1.2021  0.1779  1.2993
F  1.1079  -2.2767  -0.0435
F  0.3708  -0.8474  -1.9558
F  -0.8210  -2.3967  0.9321
O  0.9367  0.5767  0.5929
C  -0.0964  -0.1948  0.5880
C  -0.6748  -0.8917  -1.0658
C  -0.0987  -1.6510  0.1025
C  0.7199  1.9106  0.3581
H  0.0083  1.9456  -0.3727
H  1.5893  2.3064  -0.0075
H  0.4760  2.3379  1.3091

2S+1: 1
Highest occupied orbital energy: -9.3 eV
Calculated total energy: -29632.853 eV
ΔE to the lowest compared entry with this formula, charge and spin: 292.76 kJ/mol
Strongest force on any atom: 0.079 Eh/bohr



Entry 5:
Density functional theory data (ωB97M-V/def2-TZVPD) for a single C4H3ClN2S molecule.

Positions of all 11 atoms, in Å:
Cl  -1.7907  -1.2498  0.3623
S  -1.0623  1.9153  -0.7205
N  2.1876  -1.0195  0.4506
N  1.3722  0.9106  -0.4080
C  -0.1176  -0.6725  0.3355
C  0.9737  -1.4141  0.8620
C  0.1687  0.5971  -0.2875
C  2.3215  0.2213  -0.1341
H  -1.9931  0.8564  -0.6583
H  0.9775  -2.3589  1.3257
H  3.4575  0.4749  -0.2506

2S+1: 1
Highest occupied orbital energy: -9.3 eV
Calculated total energy: -30532.815 eV
ΔE to the lowest compared entry with this formula, charge and spin: 121.28 kJ/mol
Strongest force on any atom: 0.194 Eh/bohr



Entry 6:
Density functional theory data (ωB97M-V/def2-TZVPD) for a single C4H3ClO molecule.

Positions of all 9 atoms, in Å:
Cl  3.2649  1.0230  -0.1040
O  1.7827  -2.5515  -0.2370
C  0.0814  0.4462  -0.3138
C  2.8784  -0.5116  0.3114
C  1.8918  -1.3936  0.0414
C  0.5218  -0.6134  0.4453
H  -1.0458  0.8436  -0.3224
H  0.6271  0.9791  -1.1054
H  -0.1602  -1.2391  1.1657

2S+1: 1
Highest occupied orbital energy (spin up / spin down): -8.9 / -8.9 eV
Calculated total energy: -18761.081 eV
ΔE to the lowest compared entry with this formula, charge and spin: 440.59 kJ/mol
Strongest force on any atom: 0.056 Eh/bohr



Entry 7:
Density functional theory data (ωB97M-V/def2-TZVPD) for a single C4H3ClOS molecule.

Positions of all 10 atoms, in Å:
Cl  -2.1207  -1.7841  -0.0174
S  0.2144  1.7771  -0.0170
O  -2.4070  1.2321  0.0312
C  1.3464  0.3618  0.0254
C  -0.8672  -0.6201  -0.0443
C  0.4504  -0.8622  -0.1316
C  -1.2920  0.8058  -0.0147
H  1.9763  0.5155  -0.7456
H  0.8853  -1.8557  -0.0058
H  1.8142  0.4299  0.9198

2S+1: 1
Highest occupied orbital energy: -9.8 eV
Calculated total energy: -29601.157 eV
ΔE to the lowest compared entry with this formula, charge and spin: 0.00 kJ/mol
Strongest force on any atom: 0.093 Eh/bohr



Entry 8:
Density functional theory data (ωB97M-V/def2-TZVPD) for a molecular structure, C4H3DyO4.

Positions of all 12 atoms, in Å:
Dy  1.0281  -3.1260  0.0143
O  -0.6632  1.9498  0.5821
O  0.4997  -0.5528  0.2740
O  -2.4764  0.6467  1.2020
O  -0.9061  -3.5132  -1.4921
C  -1.8208  -3.6109  -2.1600
C  1.0619  0.4420  -0.1650
C  0.7856  1.7563  0.4667
C  -1.4927  1.1849  1.0344
H  1.1644  2.5913  -0.1385
H  1.6312  0.4410  -1.1076
H  1.1882  1.7910  1.4898

<S²>: 9.35
2S+1: 6
Highest occupied orbital energy (spin up / spin down): -28.4 / -28.3 eV
Calculated total energy: -36412.321 eV
Net charge: +4
ΔE to the lowest compared entry with this formula, charge and spin: 0.00 kJ/mol
Strongest force on any atom: 0.079 Eh/bohr